This record from the OMol25 dataset describes 2 unconnected molecules or ions with the total composition C7H6O2 in a non-equilibrium geometry. The level of theory is the ωB97M-V functional and the def2-TZVPD basis.

```
15
C7H6O2 the ωB97M-V functional and the def2-TZVPD basis
C 0.412 2.288 -0.138
C 1.043 1.052 -0.392
C -0.814 1.979 0.370
C 0.155 0.072 -0.019
C -3.353 -0.344 -0.551
C -0.599 -2.257 0.252
C 0.329 -1.358 -0.058
O -4.064 0.344 -0.009
O -0.982 0.647 0.444
H 0.809 3.267 -0.309
H 2.023 0.896 -0.793
H -1.616 2.593 0.728
H -1.589 -1.967 0.561
H -0.390 -3.310 0.198
H 1.318 -1.661 -0.369
```

energy: -420.76420 Eh
lowest unoccupied orbital energy: 0.972 eV
strongest force on any atom: 1.2 eV/A
net charge: 0
molar mass: 122.1 g mol⁻¹
relative energy (zero: lowest compared OMol25 entry of this formula, charge and spin): 64.4 kJ/mol